The following is a quantum chemistry calculation of C47H55GeN5O2P2S3Sc as an isolated structure at a distorted geometry, from the Open Molecules 2025 dataset.

Geometry as XYZ:
```
116
Properties=species:S:1:pos:R:3:lowdin_charge:R:1
Sc -3.59208 0.42702 -3.04725 1.097
C 6.68009 1.00153 6.17846 -0.440
S 5.02273 1.70106 5.90380 0.783
C 4.12562 0.34389 5.10010 -0.528
C 3.62575 0.51640 3.67360 -0.236
C 3.02314 -0.83530 3.25505 -0.229
N 1.87593 -0.76946 2.25207 -0.483
P 0.35024 -1.10212 2.89315 0.954
C 0.25642 0.01266 4.35795 -0.374
C 0.75139 -0.43340 5.59651 -0.115
C 0.72684 0.44687 6.65099 -0.108
C 0.07250 1.62189 6.55763 -0.082
C -0.67702 1.97555 5.40209 -0.051
C -0.50443 1.14794 4.28082 -0.139
C 0.47210 -2.72535 3.71103 -0.396
C 1.41991 -3.69754 3.31954 -0.105
C 1.46164 -4.91096 3.96585 -0.108
C 0.53556 -5.27773 4.93449 -0.087
C -0.54275 -4.40966 5.18814 -0.083
C -0.52185 -3.11502 4.64327 -0.116
P 2.03284 -0.39528 0.53260 1.012
C 3.47385 -1.37406 0.04852 -0.414
C 3.28398 -2.43101 -0.80340 -0.102
C 4.33577 -3.33963 -1.05830 -0.069
C 5.57097 -3.10445 -0.47048 -0.080
C 5.76713 -1.95894 0.32437 -0.058
C 4.72901 -1.04626 0.49887 -0.131
C 2.48586 1.32844 0.57987 -0.381
C 3.56438 1.72264 -0.25447 -0.094
C 3.99228 3.05630 -0.18569 -0.087
C 3.32221 3.95673 0.61244 -0.105
C 2.26400 3.53677 1.40796 -0.105
C 1.75113 2.26657 1.34476 -0.108
H 7.51025 1.77910 6.12079 0.049
H 6.95366 0.26216 5.40543 0.033
H 6.79655 0.61921 7.23243 0.041
H 3.26972 -0.01233 5.72378 0.060
H 4.92203 -0.40891 5.14400 0.066
H 4.46138 0.88332 3.01533 0.115
H 2.89378 1.33580 3.62006 0.099
H 2.62456 -1.28443 4.16054 0.071
H 3.76824 -1.42990 2.78034 0.084
H 1.26545 -1.41030 5.67557 0.118
H 1.15449 0.22286 7.60301 0.110
H 0.06045 2.23798 7.46734 0.113
H -1.35368 2.80457 5.24028 0.096
H -0.92176 1.51193 3.32567 0.093
H 2.31275 -3.43263 2.70157 0.110
H 2.16422 -5.70596 3.58684 0.123
H 0.56132 -6.14881 5.58046 0.102
H -1.46263 -4.71513 5.69356 0.105
H -1.16510 -2.32907 5.13087 0.119
H 2.26559 -2.63903 -1.09118 0.072
H 4.12257 -4.26766 -1.64367 0.119
H 6.31938 -3.84669 -0.69662 0.101
H 6.76263 -1.78733 0.76441 0.113
H 4.95371 -0.10929 1.00931 0.101
H 4.09359 1.01766 -0.85068 0.086
H 4.89279 3.30360 -0.78954 0.118
H 3.64653 5.02336 0.56931 0.117
H 1.81956 4.32538 2.07158 0.120
H 0.85679 1.94490 1.81218 0.067
O -1.45086 -0.72217 -6.76974 0.055
C -1.10846 0.54436 -7.15805 -0.213
C -0.22274 0.60739 -8.26498 -0.003
C 0.31206 1.81799 -8.62100 -0.068
C -0.01298 3.03246 -7.98040 -0.079
C -0.84684 2.96844 -6.90095 -0.033
C -1.44432 1.76058 -6.51686 -0.093
C -2.32281 1.70625 -5.37649 -0.422
O -2.87682 0.56928 -5.08983 -0.155
N -2.45539 2.79371 -4.64752 0.031
N -2.98733 2.52396 -3.44616 -0.216
C -2.93757 3.48016 -2.51181 -0.900
S -3.21640 3.13746 -0.82432 0.912
C -2.75536 4.72358 -0.17396 -0.494
C -2.33773 5.77467 -1.26156 -0.485
S -2.42734 5.06730 -2.88312 0.994
H -2.02159 -0.58780 -5.98298 0.061
H -0.09272 -0.31273 -8.75354 0.105
H 0.98869 1.83121 -9.48865 0.115
H 0.27982 3.97077 -8.43500 0.105
H -0.88991 3.83678 -6.25951 0.112
H -1.91274 4.45570 0.51342 0.084
H -3.63978 4.98240 0.45189 0.081
H -1.26011 6.00375 -1.16514 0.076
H -2.88149 6.77040 -1.23091 0.105
C -3.21021 -3.52454 -3.13217 -0.208
Ge -1.81999 -2.47233 -2.15363 0.708
C -1.38986 -3.44356 -0.51719 -0.212
C -0.20880 -2.41723 -3.24426 -0.212
C -2.13959 -0.61042 -1.80304 -0.421
H -3.98764 -3.98804 -2.58173 -0.008
H -2.65373 -4.27666 -3.66340 0.012
H -3.78747 -2.84051 -3.85780 0.025
H -1.38248 -2.80486 0.34185 -0.013
H -0.42748 -3.96231 -0.64035 0.022
H -2.06988 -4.27957 -0.33575 0.017
H 0.18753 -3.42542 -3.22613 0.018
H 0.60223 -1.81976 -2.81089 0.018
H -0.43661 -2.07435 -4.25177 0.014
H -1.16507 -0.11761 -1.86069 -0.007
H -2.49045 -0.49388 -0.75099 -0.009
N -5.84496 0.56105 -4.35128 0.081
C -6.38087 0.20980 -3.11642 -0.372
C -7.76750 0.27766 -2.87233 0.030
C -8.25053 -0.13223 -1.62444 -0.009
C -7.33660 -0.53578 -0.64857 -0.027
C -5.97793 -0.54488 -0.93108 -0.052
N -5.49513 -0.09935 -2.13736 0.000
H -5.90501 -0.12257 -5.08335 0.114
H -6.17442 1.50917 -4.71893 0.165
H -8.40826 0.68278 -3.61425 0.114
H -9.31906 -0.20616 -1.49778 0.123
H -7.73402 -0.80690 0.33037 0.124
H -5.18943 -0.85788 -0.22678 0.136
```

HOMO level	-9.41	eV
total charge	+1
HOMO-LUMO gap	0.2145	Ha

The following is a quantum chemistry calculation of C18H21AsN5O4S4Tl as an isolated structure, from the Open Molecules 2025 dataset.

Geometry as XYZ:
```
54
Properties=species:S:1:pos:R:3:nbo_charge:R:1
Tl 0.59659 0.40811 -0.04213 0.669
S 3.74868 -0.81083 3.09731 -0.674
As 3.57202 0.91796 1.83353 0.929
S 3.81607 0.45933 -0.23996 -0.807
S 1.81965 2.10743 2.17995 -0.807
S 5.34408 1.90221 2.64239 -0.439
N -3.09424 -0.00065 2.13412 -0.577
C -2.98526 1.26044 1.53908 0.398
C -4.14427 2.04997 1.51918 -0.300
C -4.07520 3.29853 0.94388 -0.162
C -2.86767 3.74112 0.41532 -0.301
C -1.78444 2.88590 0.48832 0.093
N -1.84084 1.66571 1.02960 -0.439
C -2.14599 -0.95278 2.51269 0.398
C -2.62204 -2.09495 3.17400 -0.305
C -1.70475 -3.01355 3.63543 -0.168
C -0.34715 -2.78642 3.43807 -0.301
C 0.01707 -1.64753 2.74228 0.072
N -0.86329 -0.75667 2.27366 -0.448
H -4.03025 -0.22790 2.42323 0.380
H -5.06973 1.68107 1.94627 0.193
H -4.95793 3.92647 0.91040 0.200
H -2.76928 4.71144 -0.05070 0.215
H -0.81940 3.17549 0.08563 0.226
H -3.68560 -2.24175 3.32403 0.194
H -2.04867 -3.90006 4.15581 0.200
H 0.41143 -3.46203 3.80878 0.219
H 1.06671 -1.41176 2.57316 0.244
O -1.44773 2.50489 -4.24620 -0.618
C -1.04017 1.96165 -3.25682 0.795
O -0.24809 2.06396 -2.35607 -0.630
C -2.12324 0.19618 -3.04306 0.790
O -2.68254 -0.02817 -4.08126 -0.625
O -1.97456 -0.19662 -1.91457 -0.628
C 1.25891 -2.37959 -2.40948 -0.258
C 1.51104 -3.80592 -2.97596 -0.252
N 1.55639 -4.79265 -1.88801 -0.433
C 0.27095 -4.76615 -1.17983 -0.251
C -0.01768 -3.33517 -0.64194 -0.259
N 1.10519 -2.45801 -0.96184 -0.435
C 2.33652 -2.98552 -0.36571 -0.271
C 2.61411 -4.40398 -0.94154 -0.252
H 0.35369 -1.93303 -2.82686 0.214
H 2.09318 -1.70775 -2.61998 0.216
H 2.45865 -3.85791 -3.51735 0.189
H 0.71754 -4.10349 -3.66625 0.187
H 0.32594 -5.49173 -0.36355 0.184
H -0.50760 -5.09983 -1.87092 0.186
H -0.15386 -3.33907 0.44248 0.202
H -0.91635 -2.90494 -1.09117 0.216
H 2.21561 -3.00432 0.72009 0.208
H 3.14295 -2.28353 -0.57277 0.250
H 2.64769 -5.15865 -0.15134 0.185
H 3.56928 -4.43764 -1.47140 0.190
```

HOMO level (alpha / beta)	-1.81 / -1.76	eV
total charge	-2
HOMO-LUMO gap (alpha / beta)	0.2148 / 0.2055	Ha

Asked for energy relative to the best compared isomer or geometry (same formula, charge and spin) across the records above, the calculation gives 0.0 0.0 kcal per mole in order.